[1]
Computed, not measured: C37H37F3O2P2Sn as an isolated structure, with wB97M-V/def2-TZVPD.

ORCA input file:
```
! wB97M-V def2-TZVPD RIJCOSX def2/J DEFGRID3
* xyz 0 1
Sn 0.36998 -1.19195 -2.12590
P 0.55237 1.71763 -2.15717
P -2.61561 -0.71251 -2.46533
F 3.97562 -1.66628 1.59105
F 4.84890 0.00738 0.46322
F 3.66177 0.40405 2.28927
O 1.95666 0.92986 0.35773
O 2.08295 -1.22766 -0.38052
C 3.31551 1.92294 -2.98183
C 1.04037 5.80691 -2.41151
C -6.40863 -0.06416 0.03121
C 4.60985 1.47057 -3.26065
C 2.45817 -0.21277 0.28471
C -1.43605 -5.12299 -3.36657
C -1.60913 -3.29954 -1.77784
C -1.16873 -1.09424 -5.83283
C 1.46817 6.14832 -1.12167
C -2.88038 -3.21895 -3.84236
C 0.94635 3.44972 -1.80523
C 1.46405 3.78911 -0.53713
C 0.73743 1.46183 -5.37876
C -2.41973 -2.53863 -2.68417
C -1.09589 1.81532 -2.89580
C -1.84419 0.06059 -5.84607
C 3.75029 -0.39168 1.18556
C 2.22229 1.04964 -2.85903
C 4.86592 0.10774 -3.41607
C -2.30441 -4.43568 -4.22842
C 3.81250 -0.79134 -3.30829
C -1.10007 -4.55635 -2.13497
C -0.37138 2.14797 -6.13580
C 0.76231 4.47519 -2.75890
C 1.70267 5.11814 -0.19607
C -5.00911 -1.56134 -1.27317
C 2.48361 -0.32722 -3.19108
C 0.94039 -0.35605 -7.08136
C -6.20712 -1.29560 -0.61556
C -0.60478 -0.46636 -0.22220
C -0.15889 -1.42118 -6.89971
C -2.22325 0.99442 -2.86461
C 1.30529 0.33037 -5.80901
C -4.19256 0.65535 -0.64473
C -1.46623 1.22321 -6.71631
C -5.38767 0.89676 0.02814
C -4.00450 -0.55983 -1.34997
H 1.64202 7.20014 -0.85057
H -2.54037 -4.86950 -5.20400
H 0.41494 4.23435 -3.76504
H -7.01058 -2.03495 -0.62779
H -1.29236 2.80669 -3.34238
H -0.06837 0.46882 0.02060
H 0.34629 -2.37018 -6.66516
H 0.60047 0.41284 -7.77958
H -1.35076 -2.89287 -0.79770
H -3.15169 1.54984 -3.12394
H -1.69074 -0.27536 -0.26237
H -1.16427 0.88318 -7.71301
H -5.53910 1.85867 0.51955
H 5.86536 -0.25032 -3.67487
H 5.41628 2.19522 -3.36665
H -7.35288 0.14332 0.53768
H 2.19187 -0.10710 -5.36288
H -1.04539 -6.11226 -3.64150
H -2.77464 0.20729 -5.30254
H -0.85753 2.88039 -5.47747
H 3.98893 -1.86108 -3.44631
H 1.19981 2.09888 -4.61221
H 3.14669 2.99330 -2.85745
H 1.75637 -0.98011 -3.76675
H 0.93168 6.58581 -3.16829
H -4.86343 -2.50387 -1.80472
H 2.08904 5.36824 0.79151
H 1.83293 -0.82491 -7.52850
H -0.65335 -1.55756 -7.88147
H 1.68377 2.98858 0.16960
H -2.34775 1.85659 -6.87339
H -3.62952 -2.74550 -4.48171
H 0.07493 2.74397 -6.95557
H -0.43743 -5.10323 -1.44951
H -1.43900 -1.92023 -5.17035
H -0.38733 -1.19399 0.57684
H -3.43844 1.43421 -0.72086
*
```

- Kohn-Sham gap (eV) = 5.90
- LUMO level (eV) = -1.02


[2]
Computed, not measured: a 2-piece molecular cluster, C2H8O2 overall, with wB97M-V/def2-TZVPD.

ORCA input file:
```
! wB97M-V def2-TZVPD RIJCOSX def2/J DEFGRID3
* xyz 0 1
O 2.38920 -1.39574 1.21656
O -2.10454 0.08492 -0.45116
C -1.53127 1.01021 -1.33254
C 1.36382 -0.43108 0.98497
H -2.23517 1.76565 -1.66953
H 2.12400 -1.98835 1.92251
H 1.29670 -0.28513 -0.08740
H -1.11819 0.54552 -2.20368
H 0.36144 -0.66729 1.33953
H 1.66449 0.49636 1.46317
H -0.67336 1.53456 -0.88803
H -1.53711 -0.66965 -0.29440
*
```

- ΔE to the lowest compared entry with this formula, charge and spin (kJ/mol) = 84.2
- SMILES = CO.CO
- Kohn-Sham gap (eV) = 11.21
- LUMO level (eV) = 0.74


[3]
Computed, not measured: C18H36ClN2O7S4 as an isolated structure, with wB97M-V/def2-TZVPD.

ORCA input file:
```
! wB97M-V def2-TZVPD RIJCOSX def2/J DEFGRID3
* xyz -1 1
Cl 3.73927 1.22648 5.09374
S -1.94078 2.72292 -2.67176
S -0.04924 2.17553 3.82542
S 0.01014 0.99489 -1.31872
S 2.02403 3.85260 4.19897
O 0.12487 -5.98501 -1.91590
O -1.04392 1.45092 4.56515
O 2.92850 4.29906 5.21724
O 1.44422 4.94624 3.44126
O 0.61939 -8.17199 -2.21002
O 0.65955 1.33746 2.87273
O -0.42158 -6.92290 -3.78208
N -2.54205 1.42366 -0.46567
N 0.95786 2.87127 4.88048
C -3.02551 2.57648 0.35161
C 3.04808 2.98427 3.00715
C -2.05718 3.69788 0.63684
C 1.70684 2.46049 -3.07222
C -3.47101 -1.77488 -0.62696
C 0.71147 -6.05198 -0.61292
C -0.81873 3.25854 1.42489
C -0.96440 3.42950 2.92496
C -3.28238 -2.97560 -1.56034
C -1.61220 1.72432 -1.41060
C 0.15473 -7.12902 -2.59476
C 1.75110 1.13266 -3.80712
C -2.15328 -1.04667 -0.48467
C 1.07950 2.41390 -1.66014
C 4.28081 0.88123 2.51236
C -0.46047 -8.07485 -4.62375
C -2.22868 0.23300 0.33779
C 4.11085 2.00315 3.53148
H 3.58206 3.78488 2.50933
H -4.13670 -3.63900 -1.53756
H 2.23280 0.36690 -3.20849
H 2.45275 2.48969 2.25697
H -1.03642 -8.87261 -4.15841
H 1.76453 -6.31728 -0.67893
H 3.31875 0.54942 2.14105
H -3.80395 -2.15213 0.33342
H 0.50661 3.31270 -1.49059
H -1.69868 -0.88120 -1.45556
H 1.14331 3.16699 -3.67087
H 5.05609 2.51702 3.58084
H 2.72703 2.80988 -2.97049
H -3.42735 2.17118 1.26820
H -0.68657 4.43025 3.21345
H -2.39432 -3.50887 -1.23479
H -0.94904 -7.76832 -5.54418
H 0.01769 3.87172 1.10410
H -1.76431 4.24743 -0.24603
H 0.75545 0.81411 -4.08227
H -3.08494 -2.61061 -2.55969
H -1.46859 -1.70723 0.03989
H 4.81210 0.06045 2.96894
H 4.86228 1.26501 1.67817
H -2.60016 4.41305 1.25169
H 0.54637 -8.42185 -4.84849
H 1.87867 2.36240 -0.93264
H -0.55734 2.24185 1.17202
H -1.33088 0.32970 0.94861
H -2.00042 3.29943 3.21099
H -3.05002 0.10818 1.03367
H -4.22988 -1.12701 -1.05375
H -3.87340 3.00656 -0.17538
H 2.35871 1.25165 -4.69735
H 0.61764 -5.06003 -0.18133
H 0.18032 -6.76790 0.01098
*
```

- ΔE to the lowest compared entry with this formula, charge and spin (kJ/mol) = 0.0
- Kohn-Sham gap (eV) = 8.09
- LUMO level (eV) = 1.99


[4]
Computed, not measured: a 2-piece molecular cluster, C2H2F2S2 overall, with wB97M-V/def2-TZVPD.

ORCA input file:
```
! wB97M-V def2-TZVPD RIJCOSX def2/J DEFGRID3
* xyz 0 3
S -3.08364 0.29551 0.45138
S 1.25213 -1.95849 0.32177
F 0.79107 0.45840 0.60698
F -2.10315 -1.92873 -0.19001
C 0.19254 -0.69821 0.63420
C -1.91345 -0.64440 -0.36898
H 2.44824 -1.38678 0.09722
H -2.72775 1.63817 -0.09263
*
```

- ΔE to the lowest compared entry with this formula, charge and spin (kJ/mol) = 299.0
- Kohn-Sham gap (spin up / spin down) (eV) = 6.88 / 7.89
- LUMO level (spin up / spin down) (eV) = 0.25 / -1.55


[5]
Computed, not measured: a 2-piece molecular cluster, C9H13NO2 overall, with wB97M-V/def2-TZVPD.

ORCA input file:
```
! wB97M-V def2-TZVPD RIJCOSX def2/J DEFGRID3
* xyz 0 1
O -2.05023 2.57654 -3.91110
O -2.19144 -0.76569 0.42045
N -0.19146 2.77604 -2.70871
C 1.13163 -0.34193 1.64935
C -0.17471 -0.24305 1.42645
C 1.71129 -1.66334 1.50353
C 1.01504 -2.56078 0.70860
C -2.32356 2.55030 -1.61066
C -0.29343 -2.27030 0.18120
C 3.06165 -2.02127 1.98038
C -0.90547 -1.09259 0.65898
C -1.58787 2.64616 -2.84727
H -0.62980 0.70611 1.80128
H -3.31909 2.91140 -1.65509
H -2.36621 1.41257 -1.41085
H 1.57689 -3.53355 0.42036
H -2.76989 -0.65537 1.16933
H 0.36743 3.22393 -3.27668
H 0.23508 2.69021 -1.85943
H 3.15241 -2.87467 2.58856
H -1.74647 2.91312 -0.78496
H 1.67247 0.41973 2.24880
H 3.74431 -2.53242 1.18876
H -0.64206 -2.98502 -0.56518
H 3.52349 -1.28613 2.68391
*
```

- ΔE to the lowest compared entry with this formula, charge and spin (kJ/mol) = 230.3
- SMILES = Cc1ccc(O)cc1.CC(N)=O
- Kohn-Sham gap (eV) = 9.25
- LUMO level (eV) = 0.65


[6]
Computed, not measured: C36H36Li2O16S as an isolated structure, with wB97M-V/def2-TZVPD.

ORCA input file:
```
! wB97M-V def2-TZVPD RIJCOSX def2/J DEFGRID3
* xyz 0 1
S -0.53426 0.12213 -0.75297
O 2.81374 -4.30787 4.52503
O 0.75574 3.22913 0.91703
O -0.02326 1.22413 0.13603
O -3.26726 -5.39787 -4.90797
O 1.86774 -3.01987 -0.72197
O -3.25426 6.84913 2.23203
O 2.94174 0.70213 7.11203
O -3.79126 -0.36387 -2.16197
O -7.30426 3.87713 -1.03897
O 0.89874 -2.20087 -3.27597
O -0.88026 1.17313 3.06903
O 7.61374 -1.40387 -3.50897
O 0.57674 -0.78187 -1.10997
O -1.30626 0.62313 -1.85097
O -1.37726 -0.74587 0.08303
O 2.75474 0.82413 -1.59997
C 2.22974 -4.89687 2.34703
C -0.02426 -3.73287 -4.87897
C -4.24526 1.80513 -1.11797
C -0.39626 0.65913 5.23703
C -1.17026 -4.43287 -5.39497
C 2.14874 -3.16587 0.59803
C 2.16174 -2.16787 1.58103
C -0.23926 4.10513 1.21203
C 5.77574 -1.53987 -1.95597
C -7.01126 1.61913 -1.68897
C -5.03126 2.90313 -0.90897
C 6.01374 0.42513 -3.37497
C 2.02874 0.86813 6.04103
C 2.40474 1.34613 4.83803
C -1.23426 -3.14587 -2.78797
C -6.45126 2.84013 -1.28297
C 2.53874 -2.50587 2.90103
C 1.39174 1.37013 3.71803
C -2.32026 -3.83087 -3.34797
C -1.51326 3.64013 1.29203
C 2.68274 -3.87487 3.28003
C -4.73826 0.66813 -1.77197
C 4.83274 0.98513 -2.87697
C -0.02826 -3.13287 -3.63897
C 0.10674 5.50213 1.38603
C 2.03274 -4.51987 1.03003
C -2.46226 4.56913 1.78703
C 4.01374 0.24213 -2.08097
C -2.26826 5.96713 1.90503
C -2.21726 -4.65787 -4.52497
C -6.09226 0.54513 -2.10197
C 4.55874 -1.07787 -1.56097
C -0.94526 6.43313 1.73303
C 6.41774 -0.89487 -3.03297
C 0.61574 0.40513 6.21303
C 0.01674 0.95913 3.93203
Li -1.94726 -2.12487 1.11703
Li -1.39426 1.61513 -3.48597
H 2.72074 -1.89387 3.64803
H 1.82474 -5.29087 0.21203
H -4.09726 -5.18787 -4.47797
H 2.48074 -5.17787 4.70103
H 0.46974 2.34413 0.51703
H 0.30974 0.25713 7.05703
H -1.38126 0.42113 5.51603
H 2.19374 -6.00887 2.51103
H 3.79774 -1.54987 -0.95197
H -0.62826 1.22613 2.28103
H -0.84326 7.33113 1.76103
H 0.83374 -3.52287 -5.62997
H 1.74074 1.74213 2.76503
H 1.06474 5.71313 1.26403
H 0.88674 -1.47587 -2.38397
H 6.66774 0.90713 -4.06397
H -3.44726 4.06013 1.73303
H -3.17226 2.08613 -0.88797
H 8.19174 -0.71087 -3.56597
H -1.18826 -4.80687 -6.38397
H -8.25726 3.47013 -0.94397
H -7.99726 1.57913 -1.82897
H -1.40826 -2.40787 -1.90097
H 4.33374 1.95813 -3.48897
H 3.69474 0.94513 6.78303
H -6.43026 -0.51787 -2.32197
H -2.95226 -0.12387 -1.97397
H 6.21174 -2.33687 -1.62797
H 2.19274 0.09713 -1.26697
H 1.54174 -2.29887 -0.89597
H 3.33874 1.39013 4.59603
H -4.56126 3.59613 -0.14497
H -4.18426 6.42313 2.28503
H -1.97426 2.65613 1.07703
H 2.38574 -1.21887 1.31403
H -3.08426 -3.84687 -2.75897
*
```

- ΔE to the lowest compared entry with this formula, charge and spin (kJ/mol) = 528.0
- Kohn-Sham gap (eV) = 5.65
- LUMO level (eV) = -1.59